Record 1
# C25H71NO13S

A 11-piece molecular cluster, C25H71NO13S overall in a non-equilibrium geometry (the ωB97M-V functional and the def2-TZVPD basis, the Open Molecules 2025 dataset).

## Properties
Orbital gap, hartree: 0.3338
Electronic energy, hartree: -2426.04246
SMILES: NC[C@H]1CCOS(=O)(=O)C1.CCO.CCO.CCO.CCO.CCO.CCO.CCO.CCO.CCO.CCO
Lowest unoccupied orbital energy, eV: 0.3364
HOMO, eV: -8.75

Each line ends with the Löwdin charge.
Element x y z (Å)
N (-1.64182, -1.37996, 0.84402)  0.0548
C (-0.45153, -0.61436, 0.48598)  -0.2528
C (0.71316, -1.49735, 0.08507)  -0.3045
C (1.32937, -2.13228, 1.33552)  -0.1311
C (1.76610, -3.56027, 1.19867)  -0.1889
O (0.66915, -4.44529, 0.88655)  -0.1958
S (0.11930, -4.18411, -0.57108)  0.5614
O (-1.24845, -4.53129, -0.53915)  -0.2600
O (0.81969, -4.92542, -1.55338)  -0.2658
C (0.31679, -2.48407, -1.02970)  -0.1524
H (-1.44645, -2.37118, 0.85493)  0.0480
H (-1.89198, -1.13775, 1.79158)  0.0531
H (-0.63484, 0.09425, -0.31078)  0.1119
H (-0.11795, -0.05007, 1.34085)  0.1036
H (1.45819, -0.86383, -0.34483)  0.1013
H (0.68754, -2.04284, 2.19746)  0.1092
H (2.22795, -1.58325, 1.56442)  0.1245
H (2.58479, -3.67460, 0.50361)  0.1315
H (2.14099, -3.88761, 2.14942)  0.1248
H (0.98997, -2.41148, -1.85842)  0.0765
H (-0.66030, -2.21010, -1.38503)  0.1094
C (4.13474, -0.00533, -3.83889)  -0.0801
C (2.84103, -0.01223, -3.04849)  -0.3039
O (3.08847, 0.18697, -1.64480)  -0.0970
H (4.80471, -0.78581, -3.47812)  0.0776
H (3.94213, -0.16972, -4.89952)  0.0677
H (4.65561, 0.95011, -3.72515)  0.0713
H (2.34031, -0.96541, -3.15265)  0.0782
H (2.16597, 0.76271, -3.40719)  0.1098
H (3.53927, 1.02982, -1.52552)  0.0768
C (-0.46784, -8.34127, -1.61097)  -0.0888
C (0.23317, -8.92884, -0.40466)  -0.3229
O (1.33222, -8.11559, -0.01089)  -0.0843
H (0.22904, -8.24090, -2.44272)  0.0785
H (-1.30500, -8.96748, -1.92698)  0.0718
H (-0.84661, -7.34335, -1.38402)  0.0589
H (0.63454, -9.91611, -0.63012)  0.1073
H (-0.46563, -9.02788, 0.43448)  0.1072
H (0.97924, -7.24433, 0.19716)  0.0574
C (-3.51122, 2.58404, 0.43958)  -0.0803
C (-3.56820, 1.43003, 1.42473)  -0.3088
O (-2.34260, 1.30076, 2.14006)  -0.1030
H (-2.69063, 2.43994, -0.26498)  0.0725
H (-4.44481, 2.66868, -0.11945)  0.0726
H (-3.33215, 3.52623, 0.96310)  0.0618
H (-3.72407, 0.48715, 0.90413)  0.0994
H (-4.39066, 1.57319, 2.13473)  0.1090
H (-2.20301, 2.12672, 2.62171)  0.0513
C (0.55479, -0.90451, 5.87603)  -0.0835
C (-0.84331, -0.77326, 5.29998)  -0.3109
O (-1.19448, -1.93974, 4.55955)  -0.0867
H (1.28005, -1.05943, 5.07572)  0.0682
H (0.83634, -0.01218, 6.43704)  0.0744
H (0.61452, -1.76526, 6.54527)  0.0725
H (-0.89760, 0.07689, 4.62124)  0.1033
H (-1.57568, -0.61938, 6.09864)  0.0958
H (-1.15375, -2.68562, 5.16635)  0.0623
C (-4.08363, -2.29102, 7.43048)  -0.0845
C (-2.93054, -3.24678, 7.67620)  -0.3131
O (-1.91795, -2.62748, 8.47277)  -0.0884
H (-3.72938, -1.38960, 6.93134)  0.0650
H (-4.85402, -2.75254, 6.81215)  0.0778
H (-4.53629, -1.98502, 8.37639)  0.0739
H (-2.47163, -3.53733, 6.73320)  0.0953
H (-3.28014, -4.15394, 8.17903)  0.1096
H (-2.32499, -2.38015, 9.30881)  0.0789
C (0.18394, -3.65666, -5.77504)  -0.0780
C (0.16227, -2.75488, -4.55781)  -0.3007
O (0.82951, -1.51158, -4.81645)  -0.0974
H (1.20789, -3.85337, -6.08369)  0.0612
H (-0.31088, -4.60632, -5.56837)  0.0801
H (-0.31937, -3.17863, -6.61805)  0.0756
H (0.68431, -3.22622, -3.72640)  0.0863
H (-0.86732, -2.55129, -4.24512)  0.1156
H (0.36837, -1.08665, -5.54679)  0.0857
C (-0.44960, 5.66193, 1.88890)  -0.0865
C (-1.39774, 5.55898, 3.06503)  -0.3114
O (-1.67910, 4.21132, 3.46222)  -0.0917
H (-0.85179, 5.13318, 1.02294)  0.0664
H (-0.28046, 6.70182, 1.62289)  0.0534
H (0.51278, 5.20087, 2.12964)  0.0803
H (-2.35776, 6.00603, 2.81297)  0.1100
H (-0.98657, 6.09297, 3.92704)  0.1078
H (-0.84552, 3.80453, 3.72065)  0.0832
C (1.46453, 5.62074, -2.92693)  -0.0928
C (0.50483, 5.50162, -1.75760)  -0.3277
O (0.26480, 4.13457, -1.42401)  -0.0913
H (1.06845, 5.09782, -3.79743)  0.0755
H (1.63451, 6.66535, -3.19223)  0.0732
H (2.42775, 5.16804, -2.68296)  0.0701
H (-0.45993, 5.94073, -2.00412)  0.1135
H (0.90408, 6.02166, -0.87945)  0.1000
H (1.10559, 3.72391, -1.19173)  0.0774
C (3.71062, -1.68241, -9.19516)  -0.0933
C (3.39945, -2.66990, -8.08505)  -0.3173
O (2.21911, -3.42192, -8.35864)  -0.0919
H (2.87451, -0.99796, -9.33874)  0.0741
H (4.60437, -1.10110, -8.96498)  0.0725
H (3.87314, -2.20336, -10.14136)  0.0710
H (3.21941, -2.14727, -7.14649)  0.1021
H (4.24039, -3.35594, -7.93820)  0.1102
H (2.35806, -3.90660, -9.17848)  0.0824
C (-1.08143, 11.17963, 2.49157)  -0.0920
C (-0.95902, 9.84648, 1.77745)  -0.3154
O (-0.91889, 8.75406, 2.69598)  -0.0974
H (-0.24700, 11.31941, 3.17829)  0.0756
H (-1.09311, 12.00642, 1.78074)  0.0742
H (-2.00051, 11.21874, 3.08035)  0.0726
H (-0.03378, 9.80301, 1.20580)  0.1114
H (-1.79579, 9.70629, 1.08488)  0.1104
H (-1.73705, 8.76905, 3.20343)  0.0841



Record 2
# C3H36NO14

C3H36NO14 as an isolated structure in a non-equilibrium geometry (the ωB97M-V functional and the def2-TZVPD basis, the Open Molecules 2025 dataset).

## Properties
Orbital gap, hartree: 0.3721
Electronic energy, hartree: -1243.74577
Charge: +1
Energy above the lowest of the compared OMol25 structures with the same formula, charge and spin, kJ/mol: 360.7
Lowest unoccupied orbital energy, eV: -2.6439
HOMO, eV: -12.77

Each line ends with the Löwdin charge.
Element x y z (Å)
C (1.88372, -1.09033, -2.53944)  -0.0484
C (1.57225, 0.39033, -2.66460)  -0.3588
C (1.32234, 0.86094, -4.17845)  -0.0025
O (0.27964, 0.47756, -2.03320)  -0.0957
N (1.98591, -1.28367, -1.03228)  0.1685
H (1.13077, -1.80103, -2.85877)  0.1478
H (2.88953, -1.35128, -2.86638)  0.1425
H (2.18669, 1.23187, -2.34228)  0.1306
H (1.66392, 0.10972, -4.88338)  0.0756
H (1.94044, 1.73790, -4.39281)  0.0748
H (0.29150, 1.19051, -4.17143)  0.0768
H (0.11383, 1.39050, -1.74550)  0.0602
H (2.20484, -2.22434, -0.66901)  0.1151
H (1.06904, -1.04420, -0.67820)  0.1161
H (2.66643, -0.60462, -0.66714)  0.1034
H (-1.87038, -2.22727, 1.95299)  0.0417
H (-1.28082, -2.21339, 3.41624)  0.0622
O (-1.07321, -2.36918, 2.49512)  -0.0489
H (-0.00016, -1.03727, 2.29232)  0.0300
H (1.40077, -1.25840, 2.79613)  0.0433
O (0.94043, -0.74271, 2.14030)  -0.0740
H (0.45754, 3.35275, -0.37345)  0.0255
H (1.39178, 2.51278, 0.41711)  0.0254
O (1.09663, 2.64421, -0.51511)  -0.0796
H (3.69507, 1.72009, 0.20043)  0.0588
H (3.27842, 0.55511, 1.21990)  0.0590
O (3.55700, 0.78257, 0.31591)  -0.0364
H (-1.25227, 3.75395, -2.00486)  0.0870
H (-1.77151, 4.43810, -0.77324)  0.0539
O (-1.52008, 3.57437, -1.07765)  -0.0338
H (-3.43821, 3.40774, 1.28542)  0.0379
H (-3.21434, 3.08616, 2.83533)  0.0566
O (-3.00111, 2.85386, 1.92623)  -0.0310
H (-4.58848, -2.90257, 0.00910)  0.0689
H (-4.80495, -1.96142, 1.11531)  0.0385
O (-4.53586, -1.95931, 0.20316)  -0.0334
H (-2.85901, -1.11525, -0.03309)  0.0073
H (-1.87106, -0.67441, -1.18422)  0.0319
O (-1.98006, -1.27993, -0.44128)  -0.0800
H (2.29266, -3.64598, 2.16130)  0.1115
H (2.93686, -2.49821, 1.34049)  0.0964
O (2.31589, -3.22913, 1.30364)  0.0361
H (-0.61231, 0.45252, 0.28751)  0.0332
H (-1.15739, 1.97021, 0.25808)  0.0106
O (-1.19294, 1.11696, 0.70422)  -0.0866
H (1.47034, -3.74018, 0.54470)  -0.1415
H (0.23388, -3.38410, -0.20130)  0.0482
O (1.09876, -3.80823, -0.34124)  -0.0774
H (0.09715, 2.45050, 2.68891)  0.0666
H (0.75724, 1.10162, 2.09520)  -0.0010
O (0.79486, 2.07784, 2.12876)  -0.0805
H (-3.76848, 0.02581, 2.25496)  0.0381
H (-2.35978, 0.44538, 1.90123)  0.0095
O (-2.86375, -0.26545, 2.37832)  -0.0803



Record 3
# C5H12N

One molecule with the formula C5H12N in a non-equilibrium geometry (the ωB97M-V functional and the def2-TZVPD basis, the Open Molecules 2025 dataset).

## Properties
Spin multiplicity: 2
Orbital gap (spin up / spin down), hartree: 0.2227 / 0.4342
Electronic energy, hartree: -252.31571
Energy above the lowest of the compared OMol25 structures with the same formula, charge and spin, kJ/mol: 183.9
Lowest unoccupied orbital energy (spin up / spin down), eV: 1.1007 / 1.0744
HOMO (spin up / spin down), eV: -4.96 / -10.74

Each line ends with the Löwdin charge.
Element x y z (Å)
C (-1.78186, -2.36241, 0.03934)  -0.1229
C (-0.88952, -1.23626, 0.64262)  -0.2649
C (-0.53942, 0.06514, -0.10997)  -0.1931
C (0.91116, 0.46840, -0.35138)  -0.1541
C (1.95825, 2.57599, -0.38173)  -0.2049
N (1.29208, 1.79965, 0.30498)  -0.1442
H (-2.17056, -3.16504, 0.68470)  0.0750
H (-2.64711, -1.90846, -0.30126)  0.0207
H (-1.41173, -2.67477, -1.01424)  0.0995
H (-1.34030, -1.15881, 1.66842)  0.1025
H (0.04803, -1.66494, 1.08872)  0.0993
H (-1.10964, 0.03753, -1.04704)  0.1062
H (-1.04468, 0.95444, 0.28230)  0.1095
H (1.72571, -0.21746, 0.00283)  0.1262
H (1.10657, 0.68672, -1.39645)  0.0908
H (2.43908, 3.50490, 0.06741)  0.0579
H (2.32855, 2.42842, -1.46272)  0.0687
H (1.12541, 1.86696, 1.28349)  0.1279